# 1
C19H55NO9S8 | the ωB97M-V functional and the def2-TZVPD basis

Summary:
**F_max**: 2.47 eV/Å
**LUMO energy**: 0.1 eV
**Relative energy (zero: lowest compared OMol25 entry of this formula, charge and spin)**: 0.019 eV
**Charge**: 0

Last columns: bonded neighbours and bond lengths (Å).
Positions of all 92 atoms, in Å:
1 C 1.143 -1.168 3.590  S2 1.810, H5 1.100, H6 1.081, H7 1.103
2 S 2.927 -0.885 3.714  C1 1.810, O3 1.495, C4 1.822
3 O 3.510 -2.001 4.520  S2 1.495
4 C 3.435 -1.225 1.997  S2 1.822, H8 1.076, H9 1.072, H10 1.087
5 H 0.547 -0.291 3.299  C1 1.100
6 H 0.919 -1.504 4.593  C1 1.081
7 H 0.889 -1.975 2.884  C1 1.103
8 H 3.004 -2.177 1.739  C4 1.076
9 H 4.499 -1.360 1.987  C4 1.072
10 H 3.081 -0.496 1.273  C4 1.087
11 C -3.571 1.986 4.309  S12 1.791, H15 1.096, H16 1.114, H17 1.098
12 S -2.913 3.653 4.330  C11 1.791, O13 1.534, C14 1.831
13 O -2.959 4.107 5.794  S12 1.534
14 C -1.155 3.320 3.942  S12 1.831, H18 1.083, H19 1.089, H20 1.103
15 H -4.627 2.066 4.590  C11 1.096
16 H -3.052 1.283 4.999  C11 1.114
17 H -3.338 1.645 3.292  C11 1.098
18 H -1.036 2.922 2.942  C14 1.083
19 H -0.585 2.738 4.664  C14 1.089
20 H -0.762 4.350 3.889  C14 1.103
21 C 2.603 3.208 2.596  S22 1.787, H25 1.096, H26 1.099, H27 1.092
22 S 4.056 2.314 2.065  C21 1.787, O23 1.523, C24 1.754
23 O 3.836 2.059 0.580  S22 1.523
24 C 5.176 3.659 2.186  S22 1.754, H28 1.092, H29 1.083, H30 1.160
25 H 2.415 4.003 1.866  C21 1.096
26 H 2.630 3.582 3.629  C21 1.099
27 H 1.847 2.421 2.544  C21 1.092
28 H 5.007 4.379 1.383  C24 1.092
29 H 6.146 3.228 1.967  C24 1.083
30 H 5.099 4.163 3.228  C24 1.160
31 C -1.522 -5.837 -3.234  S32 1.797, H35 1.101, H36 1.111, H37 1.080
32 S -1.319 -5.921 -1.450  C31 1.797, O33 1.530, C34 1.837
33 O -1.143 -4.505 -0.898  S32 1.530
34 C -3.037 -6.458 -1.082  S32 1.837, H38 1.102, H39 1.097, H40 1.112
35 H -0.538 -5.702 -3.709  C31 1.101
36 H -2.097 -4.896 -3.368  C31 1.111
37 H -1.979 -6.714 -3.666  C31 1.080
38 H -3.127 -6.300 0.004  C34 1.102
39 H -3.099 -7.516 -1.367  C34 1.097
40 H -3.832 -5.897 -1.620  C34 1.112
41 C -2.016 2.396 -0.301  S42 1.771, H45 1.087, H46 1.086, H47 1.114
42 S -3.219 2.590 -1.587  C41 1.771, O43 1.521, C44 1.829
43 O -2.885 1.453 -2.540  S42 1.521
44 C -4.710 1.978 -0.722  S42 1.829, H48 1.059, H49 1.094, H50 1.076
45 H -1.123 2.883 -0.686  C41 1.087
46 H -1.841 1.386 0.059  C41 1.086
47 H -2.386 2.971 0.579  C41 1.114
48 H -5.413 1.745 -1.479  C44 1.059
49 H -5.064 2.715 0.006  C44 1.094
50 H -4.398 1.124 -0.147  C44 1.076
51 C 2.892 -0.933 -5.208  S52 1.819, H55 1.092, H56 1.107, H57 1.109
52 S 1.880 -2.283 -5.889  C51 1.819, O53 1.468, C54 1.843
53 O 2.598 -2.663 -7.111  S52 1.468
54 C 2.245 -3.543 -4.595  S52 1.843, H58 1.109, H59 1.088, H60 1.112
55 H 2.645 -0.206 -5.985  C51 1.092
56 H 3.964 -1.204 -5.147  C51 1.107
57 H 2.412 -0.571 -4.275  C51 1.109
58 H 1.726 -3.236 -3.664  C54 1.109
59 H 3.306 -3.441 -4.377  C54 1.088
60 H 2.054 -4.545 -5.038  C54 1.112
61 C 1.380 3.272 -3.030  S62 1.828, H65 1.073, H66 1.089, H67 1.083
62 S 1.373 4.765 -1.976  C61 1.828, O63 1.483, C64 1.806
63 O 0.770 4.374 -0.679  S62 1.483
64 C 3.152 4.908 -1.697  S62 1.806, H68 1.090, H69 1.088, H70 1.078
65 H 0.346 3.063 -3.226  C61 1.073
66 H 1.927 2.453 -2.565  C61 1.089
67 H 1.747 3.519 -4.019  C61 1.083
68 H 3.421 5.842 -1.201  C64 1.090
69 H 3.745 4.666 -2.576  C64 1.088
70 H 3.376 4.207 -0.908  C64 1.078
71 C -5.396 -2.182 1.583  S72 1.792, H75 1.084, H76 1.071, H77 1.087
72 S -3.868 -1.965 0.672  C71 1.792, O73 1.513, C74 1.806
73 O -3.503 -0.517 0.919  S72 1.513
74 C -2.838 -3.143 1.573  S72 1.806, H78 1.103, H79 1.082, H80 1.091
75 H -5.760 -3.189 1.416  C71 1.084
76 H -6.139 -1.535 1.163  C71 1.071
77 H -5.270 -1.937 2.635  C71 1.087
78 H -1.986 -3.329 0.898  C74 1.103
79 H -3.275 -4.131 1.627  C74 1.082
80 H -2.418 -2.749 2.500  C74 1.091
81 C 1.018 0.919 0.165  O82 1.198, N83 1.360, H86 1.139
82 O 0.587 0.932 1.283  C81 1.198
83 N 0.771 -0.126 -0.671  C81 1.360, C84 1.430, C85 1.450
84 C 1.303 -0.193 -1.996  N83 1.430, H87 1.135, H88 1.089, H89 1.109
85 C 0.034 -1.279 -0.190  N83 1.450, H90 1.086, H91 1.077, H92 1.074
86 H 1.676 1.766 -0.216  C81 1.139
87 H 2.121 0.585 -2.108  C84 1.135
88 H 0.514 -0.119 -2.742  C84 1.089
89 H 1.795 -1.159 -2.228  C84 1.109
90 H -0.898 -0.917 0.235  C85 1.086
91 H -0.128 -1.904 -1.051  C85 1.077
92 H 0.679 -1.770 0.514  C85 1.074

# 2
C7H15NS2 | the ωB97M-V functional and the def2-TZVPD basis

Summary:
**F_max**: 2.62 eV/Å
**LUMO energy**: 0.7 eV
**SMILES string**: CN(C)CCC1CSSC1
**Relative energy (zero: lowest compared OMol25 entry of this formula, charge and spin)**: 0.846 eV
**Charge**: 0

Last columns: bonded neighbours and bond lengths (Å).
Positions of all 25 atoms, in Å:
1 C 1.366 0.822 2.605  N2 1.490, H11 1.088, H12 1.116, H13 1.112
2 N 0.775 1.527 1.433  C1 1.490, C3 1.490, C4 1.476
3 C -0.559 2.083 1.793  N2 1.490, H14 1.094, H15 1.100, H16 1.136
4 C 0.753 0.845 0.125  N2 1.476, C5 1.547, H17 1.133, H18 1.165
5 C -0.091 -0.450 0.069  C4 1.547, C6 1.569, H19 1.121, H20 1.136
6 C -0.038 -1.162 -1.328  C5 1.569, C7 1.527, C10 1.505, H21 1.091
7 C -0.329 -0.238 -2.508  C6 1.527, S8 1.841, H22 1.097, H23 1.089
8 S -0.367 -1.321 -3.996  C7 1.841, S9 2.101
9 S -0.882 -3.111 -3.023  S8 2.101, C10 1.821
10 C -0.968 -2.346 -1.373  C6 1.505, S9 1.821, H24 1.114, H25 1.045
11 H 1.604 1.567 3.362  C1 1.088
12 H 0.606 0.130 3.042  C1 1.116
13 H 2.329 0.373 2.278  C1 1.112
14 H -1.003 2.592 0.933  C3 1.094
15 H -0.404 2.883 2.532  C3 1.100
16 H -1.305 1.331 2.205  C3 1.136
17 H 1.771 0.565 -0.286  C4 1.133
18 H 0.234 1.598 -0.596  C4 1.165
19 H -1.192 -0.296 0.213  C5 1.121
20 H 0.207 -1.229 0.841  C5 1.136
21 H 0.954 -1.568 -1.531  C6 1.091
22 H 0.378 0.591 -2.638  C7 1.097
23 H -1.338 0.144 -2.357  C7 1.089
24 H -0.543 -3.142 -0.720  C10 1.114
25 H -1.958 -2.190 -1.076  C10 1.045

# 3
C22H22N2O5S | the ωB97M-V functional and the def2-TZVPD basis

Summary:
**F_max**: 1.74 eV/Å
**LUMO energy**: -0.4 eV
**SMILES string**: COC(=O)c1cc(=O)n(Cc2ccc(OC)cc2)/c(=N/Cc2ccc(OC)cc2)s1
**Relative energy (zero: lowest compared OMol25 entry of this formula, charge and spin)**: 1.987 eV
**Charge**: 0

Last columns: bonded neighbours and bond lengths (Å).
Positions of all 52 atoms, in Å:
1 C -4.499 0.208 -2.401  O2 1.422, H31 1.092, H32 1.090, H33 1.090
2 O -3.310 0.468 -1.665  C1 1.422, C3 1.329
3 C -3.384 1.266 -0.605  O2 1.329, O4 1.204, C5 1.489
4 O -4.382 1.808 -0.204  C3 1.204
5 C -2.058 1.368 0.066  C3 1.489, C6 1.342, S30 1.731
6 C -1.896 2.052 1.209  C5 1.342, C7 1.461, H34 1.080
7 C -0.627 2.202 1.917  C6 1.461, O8 1.215, N9 1.386
8 O -0.444 3.082 2.735  C7 1.215
9 N 0.359 1.264 1.653  C7 1.386, C10 1.468, C19 1.370
10 C 1.566 1.298 2.488  N9 1.468, C11 1.502, H35 1.091, H36 1.092
11 C 2.758 1.652 1.645  C10 1.502, C12 1.385, C18 1.392
12 C 3.718 0.708 1.322  C11 1.385, C13 1.385, H37 1.079
13 C 4.796 1.031 0.515  C12 1.385, C14 1.390, H38 1.079
14 C 4.921 2.320 0.008  C13 1.390, O15 1.361, C17 1.397
15 O 5.934 2.750 -0.793  C14 1.361, C16 1.407
16 C 6.951 1.842 -1.139  O15 1.407, H39 1.089, H40 1.095, H41 1.095
17 C 3.951 3.273 0.326  C14 1.397, C18 1.377, H42 1.078
18 C 2.886 2.940 1.133  C11 1.392, C17 1.377, H43 1.080
19 C 0.293 0.230 0.757  N9 1.370, N20 1.251, S30 1.828
20 N 0.986 -0.800 0.911  C19 1.251, C21 1.438
21 C 0.950 -1.945 0.042  N20 1.438, C22 1.511, H44 1.095, H45 1.096
22 C -0.452 -2.383 -0.311  C21 1.511, C23 1.387, C29 1.390
23 C -1.419 -2.472 0.681  C22 1.387, C24 1.384, H46 1.081
24 C -2.738 -2.757 0.377  C23 1.384, C25 1.390, H47 1.079
25 C -3.110 -2.971 -0.945  C24 1.390, O26 1.365, C28 1.395
26 O -4.386 -3.204 -1.371  C25 1.365, C27 1.408
27 C -5.416 -3.248 -0.412  O26 1.408, H48 1.089, H49 1.095, H50 1.094
28 C -2.133 -2.937 -1.940  C25 1.395, C29 1.378, H51 1.079
29 C -0.824 -2.644 -1.625  C22 1.390, C28 1.378, H52 1.080
30 S -0.780 0.487 -0.700  C5 1.731, C19 1.828
31 H -5.358 0.642 -1.886  C1 1.092
32 H -4.604 -0.873 -2.485  C1 1.090
33 H -4.396 0.649 -3.392  C1 1.090
34 H -2.736 2.583 1.632  C6 1.080
35 H 1.692 0.317 2.949  C10 1.091
36 H 1.387 2.059 3.250  C10 1.092
37 H 3.625 -0.298 1.704  C12 1.079
38 H 5.527 0.271 0.288  C13 1.079
39 H 7.644 2.401 -1.766  C16 1.089
40 H 6.557 0.992 -1.706  C16 1.095
41 H 7.481 1.475 -0.254  C16 1.095
42 H 4.061 4.268 -0.073  C17 1.078
43 H 2.142 3.684 1.377  C18 1.080
44 H 1.513 -1.731 -0.872  C21 1.095
45 H 1.472 -2.741 0.585  C21 1.096
46 H -1.142 -2.284 1.709  C23 1.081
47 H -3.462 -2.795 1.175  C24 1.079
48 H -6.330 -3.440 -0.971  C27 1.089
49 H -5.511 -2.296 0.121  C27 1.095
50 H -5.259 -4.055 0.310  C27 1.094
51 H -2.431 -3.122 -2.960  C28 1.079
52 H -0.086 -2.592 -2.411  C29 1.080